{
  "formula": "C17H23N5O5S",
  "method": "ωB97M-V/def2-TZVPD",
  "elements": ["S", "O", "O", "O", "O", "O", "N", "N", "N", "N", "N", "C", "C", "C", "C", "C", "C", "C", "C", "C", "C", "C", "C", "C", "C", "C", "C", "C", "H", "H", "H", "H", "H", "H", "H", "H", "H", "H", "H", "H", "H", "H", "H", "H", "H", "H", "H", "H", "H", "H", "H"],
  "coordinates": [[4.784284, -1.284664, -0.577852], [0.567651, 0.645336, -3.321769], [-4.812011, -1.498146, -0.423910], [-0.109198, 2.378176, -2.185515], [-5.297204, 0.096230, 3.456164], [8.340860, -2.082756, 2.152652], [6.739024, -0.783215, 1.416288], [-4.158665, 0.003411, -1.963016], [0.699522, 1.469213, -2.407073], [5.177000, 0.807054, 0.944753], [-3.910623, 0.045323, 1.731268], [3.314501, 2.246732, 0.182378], [-1.924200, 0.101371, 0.230756], [-3.446059, 0.330786, 0.358106], [1.826990, 1.353701, -1.559470], [2.201800, 2.386206, -0.663939], [3.711539, 0.066289, -0.725766], [-1.488544, -1.330696, 0.566791], [2.616421, 0.185957, -1.576575], [-6.070860, 1.218025, 1.515593], [7.386669, -1.994915, 1.402557], [7.007868, -3.207814, 0.563711], [-4.823527, -0.630941, -3.099906], [-5.061729, 0.401588, 2.297693], [-4.200840, -0.473205, -0.712388], [-1.141568, 1.077524, 1.117560], [5.641836, -0.387520, 0.676368], [4.068789, 1.076099, 0.150834], [3.597484, 3.036610, 0.869994], [-2.016726, -2.042619, -0.067459], [7.679897, -4.039830, 0.794505], [-5.894745, -0.713497, -2.903192], [-4.668056, -0.044226, -4.006469], [5.985967, -3.521815, 0.787953], [-0.072087, 0.949674, 0.947898], [-1.354760, 0.895118, 2.171127], [7.108896, -0.098138, 2.065274], [-1.636487, 0.302931, -0.801134], [-4.420572, -1.635049, -3.246881], [-3.627292, 1.383823, 0.148399], [-1.411925, 2.103479, 0.869067], [-3.623876, 0.840185, -2.136067], [-3.329532, -0.546197, 2.303267], [7.101476, -2.978144, -0.499924], [-0.418241, -1.438009, 0.390325], [-1.697741, -1.562320, 1.610634], [2.379458, -0.641446, -2.240552], [1.629904, 3.309313, -0.617594], [-6.421960, 0.635660, 0.666461], [-5.614930, 2.146226, 1.181180], [-6.913878, 1.443122, 2.166893]],
  "atomic_forces_ev_per_a": [[0.49, -0.13, 0.38], [0.17, 0.86, 1.06], [0.30, 0.51, -0.21], [0.86, -0.85, -0.14], [0.04, -0.15, 0.13], [-0.04, -0.07, -0.09], [-1.20, -0.65, -1.43], [0.32, 0.78, -0.78], [-1.83, 0.05, -1.42], [-0.35, -0.56, -0.60], [1.61, -0.08, -1.94], [-0.86, 0.21, -0.60], [0.43, -0.06, 0.63], [-0.13, -0.09, 0.48], [2.58, -0.45, 1.80], [0.29, -0.08, 0.28], [-0.90, -0.01, -0.76], [-0.42, 0.21, -0.42], [-0.41, -0.08, -0.37], [0.27, -0.25, 0.03], [1.66, -0.93, 1.03], [-0.40, 0.54, -0.09], [0.04, -0.20, 0.44], [-1.43, 0.44, 1.03], [-0.76, -1.30, 0.87], [-0.29, -0.04, -0.28], [-0.17, 1.45, 0.75], [0.57, 0.29, 0.63], [-0.11, -0.05, -0.14], [0.01, -0.15, 0.11], [-0.05, 0.48, 0.14], [0.09, -0.03, -0.04], [0.07, 0.02, 0.23], [-0.02, 0.04, -0.17], [0.04, 0.03, 0.06], [0.05, 0.08, 0.03], [-0.08, -0.08, -0.10], [-0.17, 0.03, -0.17], [-0.10, 0.05, -0.05], [-0.02, 0.23, 0.03], [0.07, 0.11, 0.11], [-0.06, -0.06, -0.01], [-0.10, -0.04, 0.01], [-0.16, -0.04, 0.00], [0.01, -0.01, 0.08], [0.10, -0.15, 0.03], [-0.16, 0.28, 0.02], [0.01, -0.26, -0.12], [-0.01, 0.09, -0.21], [-0.03, 0.13, -0.22], [0.17, -0.06, -0.01]],
  "nbo_charge": [0.3865, -0.3792, -0.6286, -0.3852, -0.6310, -0.5750, -0.6134, -0.6108, 0.4955, -0.4735, -0.6082, -0.2122, -0.2091, -0.1174, 0.0588, -0.1846, -0.2415, -0.6116, -0.1787, -0.7173, 0.6790, -0.7210, -0.4107, 0.6873, 0.6520, -0.6054, 0.2758, 0.1484, 0.2406, 0.2259, 0.2627, 0.2107, 0.2087, 0.2369, 0.2083, 0.2107, 0.4463, 0.2084, 0.2087, 0.2061, 0.2110, 0.3967, 0.4063, 0.2362, 0.2110, 0.1986, 0.2507, 0.2496, 0.2347, 0.2155, 0.2463],
  "homo_energy_ha": -0.342,
  "multiplicity": 1,
  "e_tot_ha": -1709.745988,
  "largest_force_ha_per_bohr": 0.062,
  "total_charge": 0
}